Entry 1:
49
Properties=species:S:1:pos:R:3 method="wB97M-V/def2-TZVPD" homo_ev=-11.0 total_energy_ha=-3499.77416 orbital_gap_ev=4.47 e_lumo_ev=-6.54 charge=+1
O 0.90936 0.05507 0.06912
C 1.31348 -0.49079 1.24822
Cl 2.58647 -1.84013 1.12874
C 0.67664 0.03241 2.70349
C -0.94844 0.22816 2.45016
C -1.75247 -0.93026 1.63873
N -3.20661 -0.76530 1.41274
N -3.80518 0.36185 1.85200
S -5.55664 0.37710 1.48858
C -3.32932 1.58697 2.56867
S -4.44024 3.03082 2.99402
O -3.75948 4.20169 3.73779
O -5.67214 2.63300 3.89992
C -5.24088 3.84467 1.45828
F -6.68541 3.48352 1.34079
F -5.02034 5.30841 1.39952
F -4.50123 3.25410 0.28544
C -1.70663 1.58049 2.97219
C -0.92837 2.75477 3.79353
C -0.26226 3.93807 2.84244
C -1.06029 4.21127 1.44061
Cl -0.09112 3.62391 -0.07354
H 1.20860 1.06513 2.92544
H 0.90350 -0.77319 3.54982
H -1.18876 -1.88980 1.24357
H -5.78945 -0.19979 0.22867
H -1.54920 3.21699 4.70273
H 0.00559 2.23003 4.32219
H 0.83195 3.54068 2.57737
H -0.11137 4.87539 3.52686
H -2.16917 3.84256 1.40862
H -1.10857 5.39688 1.30919
C 4.68134 -5.93546 -4.50413
O 4.72172 -4.62134 -3.96683
P 3.24710 -3.83376 -3.52209
O 2.39273 -4.96885 -4.09915
O 3.44211 -2.68899 -4.69569
C 4.56133 -2.65841 -5.55785
O 1.77232 -3.04626 -3.07738
C 1.96614 -2.02852 -2.11548
H 5.71206 -6.25987 -4.68270
H 4.22402 -6.62820 -3.79179
H 4.15633 -5.94588 -5.46145
H 4.59745 -3.54784 -6.18803
H 5.48307 -2.54035 -4.97844
H 4.46599 -1.78815 -6.21196
H 2.63794 -1.26040 -2.50586
H 2.38643 -2.45847 -1.20337
H 0.99989 -1.57394 -1.88372

***

Entry 2:
46
Properties=species:S:1:pos:R:3 method="wB97M-V/def2-TZVPD" homo_ev=-16.0 total_energy_ha=-2562.85716 orbital_gap_ev=6.96 e_lumo_ev=-9.04 charge=+2
Ir 0.98728 -0.75900 1.27364
Cl 3.13864 -0.79158 2.30504
C 2.61814 -0.94838 4.04988
Cl 0.86675 -0.69630 4.14130
H 3.14407 -0.17348 4.59978
H 2.87606 -1.95325 4.37103
O -3.04349 -5.10644 -3.22335
N -3.66763 -4.22213 -2.68919
O -4.84598 -3.98798 -2.79739
C -2.90199 -3.31947 -1.80022
C -3.57878 -2.30252 -1.11673
C -2.86923 -1.45145 -0.31195
C -1.47445 -1.59028 -0.09423
O -0.88484 -0.78649 0.74495
C -0.84005 -2.63657 -0.82588
C -1.55944 -3.49935 -1.67943
N 0.54649 -2.90946 -0.71527
O 1.36856 -2.21664 0.05995
O 1.05414 -3.80152 -1.29753
N -3.60998 -0.33543 0.31362
O -3.00099 0.70583 0.47814
O -4.76323 -0.53598 0.57813
H -4.64872 -2.17761 -1.23703
H -1.07002 -4.29838 -2.22229
C -0.51506 2.39210 2.00678
C 0.88293 2.52541 1.39674
P 1.29194 1.23965 0.19915
C 0.14910 1.31448 -1.19321
C 0.24949 2.60122 -2.02189
C 2.98558 1.47289 -0.39591
C 3.42751 2.94286 -0.47670
H -0.64784 3.14532 2.78067
H -0.68108 1.41345 2.46721
H -1.29545 2.53437 1.26199
H 1.66626 2.52351 2.16149
H 0.99047 3.46853 0.85101
H -0.85197 1.19081 -0.77712
H 0.35805 0.43648 -1.81295
H 0.09986 3.49448 -1.41691
H -0.53587 2.58422 -2.77578
H 1.20149 2.68147 -2.54296
H 3.03215 0.98127 -1.37208
H 3.66875 0.92861 0.25714
H 2.77309 3.54861 -1.09837
H 4.42422 2.97582 -0.91299
H 3.48508 3.39832 0.50973

***

Short version: relative energy (zero: lowest compared OMol25 entry of this formula, charge and spin) = 157.3 3.6 kcal per mole, in the order given.